Record 1
DFT (the ωB97M-V functional and the def2-TZVPD basis) results for a 2-piece molecular cluster, C23H28N2OS2 overall.

Element x y z (Å)
C: -2.60 4.54 4.72
C: -2.61 3.02 4.86
C: -1.70 2.58 5.98
O: -2.18 2.48 3.58
C: -2.43 1.16 3.28
S: -1.62 0.56 1.95
S: -3.49 0.34 4.27
H: -2.77 5.02 5.69
H: -1.64 4.90 4.33
H: -3.40 4.87 4.05
H: -3.64 2.69 5.07
H: -1.92 3.16 6.88
H: -1.84 1.52 6.21
H: -0.65 2.75 5.72
C: 1.99 4.77 -3.08
N: 0.79 4.14 -2.59
C: -0.43 4.90 -2.39
C: -1.44 3.86 -1.83
C: -0.64 2.60 -1.72
C: 0.68 2.86 -2.15
C: 1.68 1.87 -2.06
C: 1.34 0.65 -1.51
C: -0.02 0.31 -1.19
C: -0.42 -0.98 -0.76
C: 0.23 -2.22 -1.03
C: -0.30 -3.41 -0.43
C: 0.28 -4.63 -0.64
C: 1.47 -4.72 -1.42
N: 1.97 -5.99 -1.37
C: 3.25 -6.41 -1.88
C: 1.14 -6.88 -0.56
C: -0.05 -5.99 -0.12
C: 2.00 -3.59 -2.07
C: 1.34 -2.39 -1.92
C: -0.99 1.35 -1.29
H: 2.64 4.01 -3.55
H: 1.73 5.53 -3.82
H: 2.57 5.25 -2.28
H: -0.28 5.72 -1.67
H: -0.79 5.34 -3.33
H: -1.82 4.17 -0.86
H: -2.29 3.75 -2.51
H: 2.69 2.09 -2.41
H: 2.13 -0.09 -1.34
H: -1.39 -1.08 -0.26
H: -1.20 -3.35 0.19
H: 3.65 -5.66 -2.56
H: 3.98 -6.57 -1.07
H: 3.14 -7.36 -2.42
H: 0.82 -7.75 -1.15
H: 1.71 -7.26 0.30
H: -0.16 -5.99 0.96
H: -0.97 -6.39 -0.56
H: 2.88 -3.69 -2.69
H: 1.66 -1.54 -2.53
H: -2.03 1.15 -1.02

Values from the calculation:
Calculated total energy: -1874.2727 a.u.
Orbital gap: 3.8 eV

---

Record 2
DFT (the ωB97M-V functional and the def2-TZVPD basis) results for C67H53Cl4N9O5S2W as an isolated structure.

Element x y z (Å)
W: -0.76 -0.46 0.82
Cl: 8.06 -0.42 4.83
C: 6.47 -0.43 4.14
C: 5.38 -0.11 4.92
C: 4.12 -0.12 4.36
C: 3.93 -0.46 3.03
C: 5.04 -0.77 2.25
C: 6.31 -0.75 2.80
C: 2.56 -0.47 2.47
C: 1.96 -1.70 2.20
C: 2.57 -2.96 2.41
C: 1.72 -3.90 1.90
C: 0.60 -3.21 1.38
C: -0.59 -3.87 0.90
C: -0.46 -5.07 0.10
C: 0.80 -5.41 -0.44
C: 0.99 -6.55 -1.18
C: -0.08 -7.39 -1.44
Cl: 0.17 -8.84 -2.34
C: -1.35 -7.03 -1.02
C: -1.54 -5.88 -0.29
C: -1.78 -3.33 1.44
N: -1.88 -2.00 1.83
C: -3.08 -1.91 2.54
C: -3.67 -0.73 2.98
C: -4.84 -0.86 3.89
C: -4.59 -0.93 5.26
C: -5.62 -1.08 6.16
C: -6.93 -1.14 5.69
Cl: -8.23 -1.31 6.81
C: -7.19 -1.06 4.33
C: -6.15 -0.92 3.44
C: -3.20 0.55 2.65
C: -3.91 1.75 2.86
C: -3.15 2.76 2.33
C: -1.96 2.18 1.84
N: -1.99 0.80 2.01
C: -0.79 2.90 1.52
C: 0.47 2.28 1.64
C: 1.73 2.92 1.75
C: 2.63 1.98 2.16
C: 1.95 0.74 2.21
N: 0.62 0.91 1.84
C: -0.88 4.33 1.22
C: -1.76 4.79 0.24
C: -1.75 6.11 -0.18
C: -0.85 6.99 0.39
Cl: -0.73 8.61 -0.21
C: -0.03 6.59 1.43
C: -0.07 5.28 1.85
C: -3.68 -3.19 2.63
C: -2.90 -4.06 1.93
N: 0.72 -1.86 1.59
H: 5.52 0.13 5.96
H: 3.25 0.12 4.97
H: 4.90 -1.04 1.21
H: 7.17 -0.97 2.19
H: 3.51 -3.11 2.90
H: 1.82 -4.97 1.93
H: 1.64 -4.75 -0.30
H: 1.97 -6.78 -1.58
H: -2.19 -7.66 -1.28
H: -2.55 -5.61 -0.03
H: -3.57 -0.90 5.61
H: -5.42 -1.15 7.22
H: -8.21 -1.12 3.98
H: -6.35 -0.88 2.38
H: -4.87 1.83 3.35
H: -3.37 3.81 2.30
H: 1.93 3.95 1.53
H: 3.68 2.12 2.37
H: -2.45 4.10 -0.23
H: -2.42 6.45 -0.96
H: 0.62 7.30 1.92
H: 0.52 4.98 2.70
H: -4.61 -3.39 3.13
H: -3.07 -5.11 1.82
C: -6.55 -0.34 -1.02
C: -5.58 -0.60 -2.17
N: -4.60 0.45 -2.32
C: -4.85 1.51 -3.28
C: -5.27 2.82 -2.62
C: -3.48 0.49 -1.58
S: -3.26 -0.68 -0.32
N: -2.63 1.46 -1.88
C: -1.43 1.66 -1.39
O: -0.86 0.90 -0.47
C: -0.72 2.81 -1.94
C: 0.55 3.18 -1.50
C: 1.17 4.31 -2.00
C: 0.55 5.07 -2.98
C: -0.70 4.69 -3.45
C: -1.34 3.60 -2.93
H: -7.26 -1.17 -0.94
H: -7.10 0.58 -1.18
H: -6.00 -0.27 -0.09
H: -6.12 -0.70 -3.11
H: -5.04 -1.54 -1.97
H: -5.62 1.17 -3.97
H: -3.93 1.68 -3.85
H: -6.15 2.67 -2.00
H: -5.49 3.57 -3.38
H: -4.46 3.19 -1.99
H: 1.04 2.58 -0.74
H: 2.14 4.60 -1.62
H: 1.04 5.94 -3.38
H: -1.17 5.27 -4.23
H: -2.33 3.32 -3.25
O: 1.24 -2.60 -1.31
N: 0.06 -2.50 -1.59
O: -0.49 -3.04 -2.50
O: -0.65 -1.68 -0.83
C: 5.15 3.26 -3.42
C: 4.31 2.24 -2.68
C: 5.01 0.88 -2.54
N: 4.25 0.00 -1.66
C: 2.93 -0.23 -1.90
S: 1.83 0.06 -0.68
N: 2.53 -0.59 -3.14
C: 3.23 -1.20 -4.19
O: 2.83 -1.07 -5.32
C: 4.42 -2.00 -3.82
C: 5.48 -2.07 -4.72
C: 6.60 -2.82 -4.41
C: 6.66 -3.50 -3.21
C: 5.58 -3.47 -2.33
C: 4.46 -2.73 -2.63
H: 4.57 4.17 -3.59
H: 5.47 2.88 -4.39
H: 6.04 3.52 -2.85
H: 3.37 2.09 -3.22
H: 4.06 2.61 -1.69
H: 6.00 1.00 -2.10
H: 5.13 0.42 -3.52
H: 4.41 0.21 -0.68
H: 1.55 -0.42 -3.36
H: 5.40 -1.53 -5.65
H: 7.42 -2.87 -5.10
H: 7.53 -4.08 -2.97
H: 5.62 -4.04 -1.42
H: 3.61 -2.73 -1.96

Values from the calculation:
Calculated total energy: -6158.2119 a.u.
Multiplicity: 3
ΔE to the lowest compared entry with this formula, charge and spin: 0.000 eV
Orbital gap (spin up / spin down): 4.3 / 5.5 eV

---

Record 3
DFT (the ωB97M-V functional and the def2-TZVPD basis) results for a 2-piece molecular cluster, C4H8O2 overall.

Element x y z (Å)
O: 0.59 0.30 -1.48
C: 0.87 -0.06 -0.19
C: 1.58 0.78 0.58
C: -2.05 0.95 0.01
O: -2.05 -0.05 -0.67
C: 0.48 -1.46 0.19
H: -0.30 -0.02 -1.69
H: 1.17 -2.14 -0.32
H: 1.90 1.72 0.16
H: 1.90 0.50 1.57
H: -1.41 1.82 -0.21
H: -2.71 1.03 0.90
H: 0.55 -1.64 1.27
H: -0.54 -1.71 -0.13

Values from the calculation:
Calculated total energy: -307.6366 a.u.
SMILES: C=C(C)O.C=O
ΔE to the lowest compared entry with this formula, charge and spin: 2.064 eV
Orbital gap: 9.3 eV

---

Record 4
DFT (the ωB97M-V functional and the def2-TZVPD basis) results for a 2-piece molecular cluster, C3H7N3S2 overall.

Element x y z (Å)
C: 1.99 -0.86 0.23
C: 1.75 -2.13 -0.04
C: -0.31 1.36 -0.74
N: -0.59 -0.89 1.39
N: 0.12 0.21 1.51
N: 0.11 1.25 0.69
S: 2.80 0.49 0.26
S: -1.24 -1.69 0.11
H: 2.02 -2.33 -1.04
H: 1.22 -2.90 0.47
H: -0.86 2.42 -0.71
H: 0.66 1.30 -1.32
H: -0.89 0.48 -1.14
H: -0.79 -1.18 2.34
H: 0.95 1.75 1.02

Values from the calculation:
Calculated total energy: -1078.9452 a.u.
ΔE to the lowest compared entry with this formula, charge and spin: 6.032 eV
Orbital gap (spin up / spin down): 7.1 / 7.1 eV

---

Record 5
DFT (the ωB97M-V functional and the def2-TZVPD basis) results for a 6-piece molecular cluster, C33H56FNO22PS overall.

Element x y z (Å)
C: 0.98 -0.35 5.05
C: 0.20 -1.32 4.05
P: 0.18 -0.71 2.28
C: -0.83 0.89 2.39
N: -0.70 -1.73 1.19
C: -1.78 -2.57 1.73
C: -3.21 -2.39 1.01
C: -3.31 -1.15 0.06
C: -3.86 0.13 0.84
S: -3.52 1.71 -0.01
O: -2.34 1.61 -0.88
O: -3.21 2.74 0.99
O: -4.78 2.27 -0.89
C: 0.15 -2.41 0.18
O: 0.60 -1.27 -0.61
C: 1.71 -1.51 -1.39
O: 1.84 -2.32 -2.27
C: 2.93 -0.56 -1.13
C: 2.64 0.72 -0.49
C: 3.69 1.71 -0.24
C: 5.07 1.42 -0.66
C: 5.35 0.11 -1.29
C: 4.30 -0.88 -1.54
C: -0.74 -3.28 -0.84
O: -1.06 -2.79 -1.94
O: -1.19 -4.46 -0.53
C: 1.33 -3.21 0.85
C: 1.93 -4.41 0.04
F: 1.00 -3.75 2.14
H: 0.60 -0.60 6.08
H: 2.07 -0.55 4.92
H: 0.67 0.70 4.84
H: -0.88 -1.30 4.41
H: 0.55 -2.37 4.20
H: -1.03 1.28 1.36
H: -1.74 0.78 3.04
H: -0.17 1.65 2.89
H: -1.47 -3.65 1.72
H: -2.00 -2.36 2.82
H: -4.06 -2.44 1.74
H: -3.29 -3.31 0.35
H: -2.39 -0.94 -0.55
H: -4.12 -1.39 -0.69
H: -3.52 0.09 1.90
H: -4.99 0.01 0.84
H: -4.47 2.22 -1.82
H: 1.61 1.01 -0.16
H: 3.48 2.70 0.24
H: 5.87 2.19 -0.50
H: 6.40 -0.09 -1.62
H: 4.52 -1.85 -2.04
H: 2.18 -2.50 1.06
H: 1.18 -5.08 -0.45
H: 2.70 -4.12 -0.72
H: 2.48 -5.05 0.79
C: 10.02 -0.83 -3.00
O: 9.16 0.12 -3.62
C: 9.45 0.37 -4.90
O: 10.34 -0.12 -5.53
O: 8.57 1.28 -5.35
C: 8.76 1.65 -6.71
H: 9.70 -0.96 -1.97
H: 9.95 -1.80 -3.50
H: 11.05 -0.47 -2.99
H: 8.64 0.78 -7.37
H: 9.74 2.10 -6.86
H: 7.99 2.38 -6.96
C: 7.35 6.45 -1.15
O: 6.97 5.65 -0.03
C: 7.77 5.79 1.03
O: 8.74 6.50 1.11
O: 7.31 4.99 2.00
C: 8.07 5.02 3.21
H: 6.63 6.26 -1.95
H: 7.31 7.51 -0.90
H: 8.34 6.18 -1.51
H: 8.06 6.03 3.64
H: 9.09 4.69 3.03
H: 7.60 4.34 3.91
C: -6.68 1.28 -4.83
O: -5.87 0.59 -5.76
C: -4.89 -0.15 -5.20
O: -4.67 -0.26 -4.03
O: -4.21 -0.74 -6.18
C: -3.13 -1.57 -5.72
H: -7.43 1.84 -5.38
H: -7.20 0.58 -4.17
H: -6.09 1.99 -4.25
H: -3.50 -2.38 -5.10
H: -2.39 -0.97 -5.17
H: -2.64 -2.00 -6.60
C: -2.07 0.01 10.67
O: -2.93 0.96 10.03
C: -2.64 1.19 8.74
O: -1.74 0.67 8.12
O: -3.51 2.08 8.27
C: -3.31 2.42 6.89
H: -2.40 -0.09 11.70
H: -2.14 -0.96 10.18
H: -1.04 0.37 10.66
H: -3.43 1.54 6.26
H: -2.33 2.87 6.74
H: -4.07 3.15 6.62
C: -8.22 -1.82 -4.38
O: -9.62 -2.07 -4.30
C: -9.99 -2.80 -3.24
O: -9.26 -3.24 -2.39
O: -11.32 -2.96 -3.29
C: -11.86 -3.72 -2.21
H: -8.04 -1.23 -5.28
H: -7.88 -1.26 -3.51
H: -7.66 -2.76 -4.47
H: -11.66 -3.23 -1.26
H: -11.45 -4.73 -2.21
H: -12.94 -3.78 -2.35

Values from the calculation:
Calculated total energy: -3840.4644 a.u.
Total charge: -1
ΔE to the lowest compared entry with this formula, charge and spin: 3.504 eV
Orbital gap: 6.4 eV

---

Record 6
DFT (the ωB97M-V functional and the def2-TZVPD basis) results for a single C3H5NOS2 molecule.

Element x y z (Å)
C: -0.21 1.69 -0.12
C: 0.23 0.41 0.55
C: -0.49 -1.77 0.37
H: 1.26 0.61 -1.57
H: -1.32 1.58 0.02
H: 0.34 2.54 0.52
H: -0.64 -2.17 -0.69
H: -1.22 -2.25 1.17
N: 1.43 -0.09 0.79
O: -0.78 -0.37 0.07
S: 0.04 1.71 -1.84
S: 1.36 -1.88 0.73

Values from the calculation:
Calculated total energy: -1043.5528 a.u.
SMILES: SCC1=NSCO1
ΔE to the lowest compared entry with this formula, charge and spin: 3.712 eV
Orbital gap: 8.8 eV

---

Record 7
DFT (the ωB97M-V functional and the def2-TZVPD basis) results for C3H3HgO3 as an isolated structure.

Element x y z (Å)
O: 0.84 -1.06 1.59
Hg: -2.92 0.37 0.22
O: -1.44 -1.03 1.35
C: -0.29 -1.22 1.22
O: 0.07 -0.10 -0.72
C: -0.92 0.65 -1.11
H: -0.63 1.12 -2.08
C: 1.50 0.30 -0.16
H: 2.30 -0.35 -0.52
H: 1.50 1.32 0.21

Values from the calculation:
Calculated total energy: -494.7335 a.u.
Total charge: +1
Multiplicity: 3
ΔE to the lowest compared entry with this formula, charge and spin: 4.195 eV
Orbital gap (spin up / spin down): 6.6 / 8.7 eV

---

Record 8
DFT (the ωB97M-V functional and the def2-TZVPD basis) results for C18H23CaI2N6O2S2Se2Te2 as an isolated structure.

Element x y z (Å)
Ca: -1.00 -0.41 0.31
I: 5.10 2.04 4.35
C: 3.68 1.45 2.89
C: 4.10 0.74 1.78
C: 3.15 0.34 0.87
I: 3.69 -0.73 -0.87
C: 1.77 0.60 1.01
O: 0.94 0.17 0.13
C: 1.40 1.37 2.14
C: -0.04 1.75 2.33
N: -0.91 0.59 2.34
C: -0.58 -0.37 3.38
C: -0.92 -1.77 2.95
C: -1.79 -2.58 3.68
C: -2.06 -3.86 3.22
C: -1.44 -4.29 2.06
C: -0.58 -3.41 1.41
N: -0.33 -2.19 1.84
C: 2.35 1.76 3.06
H: 5.14 0.52 1.61
H: -0.37 2.40 1.50
H: -0.13 2.34 3.26
H: -1.88 0.89 2.46
H: -1.07 -0.14 4.35
H: 0.51 -0.33 3.52
H: -2.29 -2.19 4.55
H: -2.76 -4.49 3.74
H: -1.64 -5.26 1.65
H: -0.07 -3.71 0.50
H: 2.04 2.34 3.92
Se: -3.56 -1.60 0.89
Te: -3.72 0.60 -0.37
Te: -4.30 -0.12 -2.84
Se: -2.39 0.20 -4.42
C: 0.77 2.43 -4.08
C: 0.22 3.34 -3.07
N: 0.30 4.64 -3.02
N: -0.36 5.00 -1.89
C: -0.87 3.93 -1.23
S: -1.76 3.97 0.16
N: -0.47 2.86 -1.99
N: -0.70 1.54 -1.69
H: 1.28 2.99 -4.85
H: -0.05 1.85 -4.54
H: 1.46 1.73 -3.61
H: -0.48 5.96 -1.63
H: -1.03 1.03 -2.52
H: 0.17 1.09 -1.38
C: 0.84 -1.50 -3.42
S: 0.34 -2.15 -1.80
C: -0.31 -3.74 -2.43
O: -0.89 -1.38 -1.46
H: -0.05 -1.21 -3.98
H: 1.42 -2.25 -3.94
H: 1.47 -0.63 -3.24
H: 0.53 -4.40 -2.63
H: -0.91 -3.57 -3.32
H: -0.94 -4.18 -1.65

Values from the calculation:
Calculated total energy: -8587.2024 a.u.
Total charge: -1
ΔE to the lowest compared entry with this formula, charge and spin: 2.399 eV
Orbital gap: 5.2 eV

---

Record 9
DFT (the ωB97M-V functional and the def2-TZVPD basis) results for a single C5H10O molecule.

Element x y z (Å)
C: -1.70 -0.42 0.50
C: -1.07 0.41 -0.60
C: 0.01 1.40 -0.25
C: 0.35 0.17 -1.00
C: 2.01 -0.38 1.04
O: 1.08 -0.87 -0.34
H: -2.05 -1.39 0.13
H: -1.00 -0.58 1.32
H: -2.57 0.10 0.91
H: -1.74 0.67 -1.42
H: 0.07 2.35 -0.77
H: 0.36 1.38 0.78
H: 0.65 0.21 -2.05
H: 2.89 -0.09 0.43
H: 2.27 -1.43 1.32
H: 0.45 -1.52 0.00

Values from the calculation:
Calculated total energy: -271.5610 a.u.
ΔE to the lowest compared entry with this formula, charge and spin: 5.214 eV
Orbital gap: 8.3 eV

---

What is the calculated total energy in the third record?
-307.6366 a.u.

---

Which value of calculated total energy does entry 6 give?
-1043.5528 a.u.

---

Among the records above, which one has the lowest calculated total energy?
C18H23CaI2N6O2S2Se2Te2

---

Look up the calculated total energy of the fifth one.
-3840.4644 a.u.